No. 1
Molecular formula: C6H8O2
Method: DFT, the ωB97M-V functional and the def2-TZVPD basis

XYZ file:
```
16
C6H8O2 | the OMol25 dataset | the ωB97M-V functional and the def2-TZVPD basis
C 1.17 -0.63 0.00
C 0.05 -0.18 -0.95
C -0.31 1.29 -0.60
C -0.45 1.28 0.67
C -0.01 -0.26 1.07
C -0.95 -0.89 0.00
H 3.16 -0.24 0.35
H 1.20 -1.65 -0.07
H 0.30 -0.10 -2.12
H -0.51 2.11 -1.17
H -0.46 2.22 1.20
H 0.07 -0.58 2.03
H -1.25 -2.11 0.14
H -2.22 0.34 -0.06
O 2.46 -0.08 -0.22
O -2.24 -0.55 -0.26
```

Summary:
Net charge: 0
Energy above the lowest of the compared OMol25 structures with the same formula, charge and spin in kcal/mol: 120.92
HOMO-LUMO gap in eV: 10.674
LUMO energy in eV: 0.79
HOMO energy in eV: -9.88

Mulliken population analysis, charges in e, atoms 1 to 6: number 1, C, carries -0.107; number 2, C, carries -0.026; number 3, C, carries -0.761; number 4, C, carries -0.757; number 5, C, carries -0.163; number 6, C, carries -0.489



No. 2
Molecular formula: C44H24Cl4N4O3PdS2
Method: DFT, the ωB97M-V functional and the def2-TZVPD basis

XYZ file:
```
82
C44H24Cl4N4O3PdS2 | the OMol25 dataset | the ωB97M-V functional and the def2-TZVPD basis
Pd -0.02 0.04 -0.02
Cl 1.49 -6.37 -6.59
C 1.26 -5.05 -5.46
C 0.71 -5.30 -4.22
C 0.56 -4.24 -3.33
C 0.95 -2.95 -3.68
C 1.48 -2.73 -4.95
C 1.65 -3.77 -5.85
C 0.78 -1.88 -2.67
C 1.65 -1.89 -1.59
C 2.86 -2.67 -1.55
C 3.51 -2.32 -0.42
C 2.66 -1.38 0.28
C 2.92 -0.83 1.53
C 4.25 -1.05 2.16
C 4.75 -2.32 2.43
C 6.00 -2.51 3.00
C 6.77 -1.40 3.30
Cl 8.36 -1.62 4.01
C 6.30 -0.12 3.07
C 5.05 0.04 2.50
C 2.00 -0.06 2.25
N 0.79 0.37 1.82
C 0.18 1.01 2.85
C -1.03 1.70 2.77
C -1.55 2.32 4.01
C -0.90 3.39 4.63
C -1.38 3.94 5.81
C -2.53 3.40 6.38
Cl -3.13 4.08 7.87
C -3.20 2.35 5.79
C -2.71 1.81 4.60
C -1.77 1.89 1.60
C -2.88 2.81 1.51
C -3.24 2.85 0.21
C -2.38 1.92 -0.49
N -1.49 1.39 0.38
C -2.44 1.64 -1.86
C -1.66 0.67 -2.50
C -1.89 0.20 -3.85
C -1.03 -0.82 -4.06
C -0.25 -0.96 -2.86
N -0.66 -0.05 -1.94
C -3.35 2.45 -2.72
C -2.82 3.19 -3.78
C -3.62 3.98 -4.59
C -4.98 4.02 -4.35
Cl -6.01 5.01 -5.36
C -5.55 3.29 -3.32
C -4.73 2.51 -2.51
C 1.02 0.94 4.02
C 2.15 0.29 3.65
N 1.58 -1.11 -0.49
H 0.41 -6.30 -3.95
H 0.11 -4.39 -2.35
H 1.79 -1.73 -5.22
H 2.08 -3.61 -6.82
H 3.18 -3.37 -2.31
H 4.47 -2.68 -0.09
H 4.13 -3.19 2.22
H 6.37 -3.50 3.22
H 6.91 0.74 3.32
H 4.68 1.04 2.30
H -0.01 3.80 4.17
H -0.88 4.77 6.29
H -4.09 1.94 6.25
H -3.21 0.98 4.13
H -3.30 3.37 2.33
H -4.02 3.45 -0.23
H -2.65 0.57 -4.52
H -0.94 -1.43 -4.94
H -1.75 3.16 -3.95
H -3.19 4.55 -5.40
H -6.62 3.31 -3.16
H -5.16 1.91 -1.72
H 0.77 1.31 5.00
H 2.99 0.04 4.27
O -0.99 -3.05 -0.74
S -1.23 -3.09 0.72
O 0.02 -2.85 1.47
O -1.87 -4.35 1.12
S -2.52 -1.51 1.17
```

Summary:
Net charge: -2
Energy above the lowest of the compared OMol25 structures with the same formula, charge and spin in kcal/mol: 4.79
HOMO-LUMO gap in eV: 3.863
LUMO energy in eV: 3.39
HOMO energy in eV: -0.47

Mulliken population analysis, charges in e, atoms 1 to 6: number 1, Pd, carries 1.083; number 2, Cl, carries -0.265; number 3, C, carries 0.455; number 4, C, carries -0.970; number 5, C, carries 0.174; number 6, C, carries -1.149



No. 3
Molecular formula: C5H10O
Method: DFT, the ωB97M-V functional and the def2-TZVPD basis

XYZ file:
```
16
C5H10O | the OMol25 dataset | the ωB97M-V functional and the def2-TZVPD basis
C -0.88 1.73 0.80
C -0.82 0.31 0.34
O -1.75 -0.41 0.67
C 0.33 -0.37 -0.40
C -0.65 -1.74 -0.92
C 1.79 0.01 0.25
H -0.32 1.73 1.73
H -0.42 2.41 0.09
H -1.88 2.08 1.07
H 0.57 -0.10 -1.43
H -1.15 -1.36 -1.83
H -1.50 -2.26 -0.40
H 0.09 -2.48 -1.14
H 1.74 0.12 1.33
H 2.18 0.99 -0.14
H 2.64 -0.67 0.06
```

Summary:
Net charge: 0
Energy above the lowest of the compared OMol25 structures with the same formula, charge and spin in kcal/mol: 61.14
HOMO-LUMO gap in eV: 10.244
LUMO energy in eV: 0.88
HOMO energy in eV: -9.36

Mulliken population analysis, charges in e, atoms 1 to 6: number 1, C, carries -1.167; number 2, C, carries 0.583; number 3, O, carries -0.534; number 4, C, carries 0.251; number 5, C, carries -1.034; number 6, C, carries -1.201



No. 4
Molecular formula: C15H27AsBr4MnO3Si3
Method: DFT, the ωB97M-V functional and the def2-TZVPD basis

XYZ file:
```
54
C15H27AsBr4MnO3Si3 | the OMol25 dataset | the ωB97M-V functional and the def2-TZVPD basis
Mn -1.12 1.90 -0.07
Br -4.96 1.53 -5.63
C -4.13 2.11 -4.05
C -4.43 3.36 -3.52
Br -5.67 4.50 -4.36
C -3.80 3.77 -2.34
Br -4.13 5.43 -1.53
C -2.90 2.95 -1.71
O -2.25 3.27 -0.57
C -2.60 1.71 -2.25
O -1.70 0.97 -1.56
C -3.21 1.29 -3.41
Br -2.73 -0.41 -4.04
C 0.21 -3.13 -1.38
Si 0.37 -2.62 0.41
C -1.10 -3.30 1.36
C 1.93 -3.40 1.11
As 0.32 -0.24 0.52
Si 2.15 0.34 -0.95
C 3.63 -0.80 -0.75
C 1.45 0.23 -2.67
C 2.80 2.08 -0.69
Si 0.35 0.07 2.94
C 0.91 1.77 3.49
C -1.43 -0.16 3.47
C 1.48 -1.15 3.82
H 0.16 -4.22 -1.44
H 1.06 -2.81 -1.98
H -0.69 -2.72 -1.82
H -1.12 -4.39 1.25
H -2.03 -2.89 0.97
H -1.04 -3.07 2.42
H 1.81 -4.48 0.99
H 2.08 -3.19 2.16
H 2.83 -3.09 0.58
H 3.39 -1.83 -1.02
H 4.01 -0.79 0.27
H 4.41 -0.46 -1.42
H 1.08 -0.77 -2.91
H 2.23 0.48 -3.38
H 0.62 0.92 -2.79
H 3.22 2.20 0.31
H 2.03 2.84 -0.83
H 3.59 2.25 -1.42
H 0.29 2.57 3.09
H 1.94 1.96 3.20
H 0.85 1.80 4.58
H -2.07 0.58 2.99
H -1.49 -0.03 4.55
H -1.82 -1.15 3.22
H 2.50 -1.05 3.48
H 1.15 -2.18 3.70
H 1.45 -0.92 4.89
O 0.13 2.38 0.72
```

Summary:
Net charge: 0
Energy above the lowest of the compared OMol25 structures with the same formula, charge and spin in kcal/mol: 22.33
HOMO-LUMO gap (alpha / beta) in eV: 6.349 / 7.438
LUMO energy (alpha / beta) in eV: -1.75 / -0.72
HOMO energy (alpha / beta) in eV: -8.10 / -8.16
2S+1: 2

Mulliken population analysis, charges in e, atoms 1 to 6: number 1, Mn, carries 0.870; number 2, Br, carries -0.158; number 3, C, carries 0.178; number 4, C, carries 0.147; number 5, Br, carries -0.155; number 6, C, carries -0.229